The following is a DFT calculation (ωB97M-V/def2-TZVPD) of a molecular structure, C13H7BrCl2CuO2 in a non-equilibrium geometry.

XYZ file:
```
26
Properties=species:S:1:pos:R:3
C -1.604 1.198 3.089
C -2.897 1.870 2.307
Cl -4.316 2.436 3.394
C -2.898 1.979 0.802
Cl -4.340 2.723 -0.113
C -1.540 1.363 0.049
C -0.352 2.345 -0.510
C 1.005 1.725 -1.210
C 1.132 0.084 -1.327
C -0.089 -0.934 -0.804
C -1.459 -0.297 -0.102
C 0.129 -2.578 -1.021
O -0.879 -3.412 -1.372
C 1.707 -3.092 -0.816
C 2.818 -2.157 -1.257
Br 4.763 -2.649 -1.001
C 2.471 -0.684 -1.970
O 3.185 -0.194 -2.992
H -1.701 1.402 4.241
H -0.576 1.644 2.737
H -1.545 0.038 2.933
H -0.473 3.516 -0.403
H 1.890 2.382 -1.631
H -2.341 -0.994 0.298
H 1.967 -4.125 -0.328
Cu 5.944 -3.591 -2.993
```

Properties
Net charge: +1
Orbital gap in eV: 5.14
LUMO energy in eV: -6.074
Calculated total energy in hartree: -5784.08991

What are the Löwdin partial charges on each atom? They are as follows, in elementary charge units:
1 C -0.130
2 C -0.565
3 Cl 0.521
4 C -0.570
5 Cl 0.524
6 C -0.127
7 C 0.023
8 C 0.032
9 C -0.028
10 C -0.015
11 C 0.078
12 C -0.182
13 O -0.005
14 C 0.038
15 C -0.435
16 Br 0.789
17 C -0.223
18 O -0.029
19 H 0.083
20 H 0.090
21 H 0.084
22 H 0.120
23 H 0.116
24 H 0.136
25 H 0.135
26 Cu 0.539